# 1
This record from OMol25 describes one molecule with the formula C4H8O2. The level of theory is wB97M-V/def2-TZVPD.

Last column: Mulliken charge in e.
Positions of all 14 atoms, in Å:
C (2.04, -0.09, 0.02)  -1.090
C (0.77, 0.72, 0.26)  -0.420
C (-0.49, -0.07, 0.16)  0.231
O (-0.71, -1.10, 1.01)  -0.600
C (-1.48, 0.16, -0.72)  -0.108
O (-2.61, -0.64, -0.53)  -0.634
H (2.13, -0.91, 0.74)  0.290
H (2.93, 0.54, 0.10)  0.324
H (2.03, -0.53, -0.99)  0.325
H (0.71, 1.55, -0.45)  0.251
H (0.82, 1.18, 1.26)  0.272
H (-1.56, -1.45, 0.64)  0.429
H (-1.47, 0.77, -1.61)  0.382
H (-3.12, -0.12, 0.10)  0.349

## Properties
- structure (SMILES) = CC/C(O)=C/O
- gap between HOMO and LUMO (eV) = 9.40
- lowest unoccupied orbital energy (eV) = 0.8022
- energy relative to the best compared isomer or geometry (same formula, charge and spin) (eV) = 1.545
- energy (eV) = -8371.737



# 2
This record from OMol25 describes one molecule with the formula C4H8O2 at a distorted geometry. The level of theory is wB97M-V/def2-TZVPD.

Last column: Mulliken charge in e.
Positions of all 14 atoms, in Å:
C (1.99, -0.05, 0.47)  -0.617
O (0.76, 0.52, 0.76)  -0.356
C (-0.21, 0.36, -0.22)  0.361
C (-0.88, -1.00, -0.41)  -0.475
O (-2.18, -0.42, -0.21)  -0.397
C (-1.60, 0.85, 0.16)  -0.452
H (1.93, -1.13, 0.26)  0.281
H (2.30, 0.43, -0.63)  0.239
H (2.68, 0.16, 1.28)  0.237
H (0.35, 0.75, -1.24)  0.216
H (-0.62, -1.73, 0.37)  0.266
H (-0.80, -1.47, -1.40)  0.235
H (-1.71, 1.06, 1.23)  0.231
H (-2.02, 1.67, -0.42)  0.229

## Properties
- structure (SMILES) = COC1COC1
- gap between HOMO and LUMO (eV) = 10.78
- lowest unoccupied orbital energy (eV) = 1.0368
- energy relative to the best compared isomer or geometry (same formula, charge and spin) (eV) = 3.044
- energy (eV) = -8370.237



# 3
This record from OMol25 describes one molecule with the formula C4H8O2. The level of theory is wB97M-V/def2-TZVPD.

Last column: Mulliken charge in e.
Positions of all 14 atoms, in Å:
C (0.99, -0.37, 0.77)  -0.436
C (1.27, 0.61, -0.37)  -0.381
O (0.08, 0.97, -1.06)  -0.369
C (-0.94, 0.01, -0.92)  -0.439
C (-1.34, -0.14, 0.55)  -0.377
O (-0.21, -0.03, 1.41)  -0.367
H (0.97, -1.41, 0.41)  0.295
H (1.77, -0.29, 1.54)  0.315
H (1.69, 1.54, 0.03)  0.303
H (2.00, 0.17, -1.07)  0.265
H (-1.79, 0.35, -1.51)  0.319
H (-0.62, -0.96, -1.33)  0.301
H (-2.02, 0.65, 0.87)  0.308
H (-1.83, -1.11, 0.68)  0.262

## Properties
- structure (SMILES) = C1COCCO1
- gap between HOMO and LUMO (eV) = 10.58
- lowest unoccupied orbital energy (eV) = 1.0370
- energy relative to the best compared isomer or geometry (same formula, charge and spin) (eV) = 1.771
- energy (eV) = -8371.511